{
  "formula": "C31H93N19O18P4",
  "method": "the ωB97M-V functional and the def2-TZVPD basis",
  "species": ["C", "N", "C", "P", "O", "N", "C", "C", "N", "C", "C", "H", "H", "H", "H", "H", "H", "H", "H", "H", "H", "H", "H", "H", "H", "H", "H", "H", "H", "C", "N", "C", "P", "O", "N", "C", "C", "N", "C", "C", "H", "H", "H", "H", "H", "H", "H", "H", "H", "H", "H", "H", "H", "H", "H", "H", "H", "H", "C", "N", "C", "P", "O", "N", "C", "C", "N", "C", "C", "H", "H", "H", "H", "H", "H", "H", "H", "H", "H", "H", "H", "H", "H", "H", "H", "H", "H", "C", "N", "C", "P", "O", "N", "C", "C", "N", "C", "C", "H", "H", "H", "H", "H", "H", "H", "H", "H", "H", "H", "H", "H", "H", "H", "H", "H", "H", "C", "N", "O", "O", "H", "H", "H", "C", "N", "O", "O", "H", "H", "H", "C", "N", "O", "O", "H", "H", "H", "C", "N", "O", "O", "H", "H", "H", "C", "N", "O", "O", "H", "H", "H", "C", "N", "O", "O", "H", "H", "H", "C", "N", "O", "O", "H", "H", "H"],
  "xyz": [[-32.791448, -3.154181, 8.518821], [-31.975931, -3.677779, 7.455359], [-31.700021, -2.666538, 6.458072], [-31.564710, -5.297524, 7.135098], [-30.619291, -5.382900, 5.997124], [-30.806508, -5.921445, 8.504475], [-29.849466, -5.205842, 9.366555], [-30.902391, -7.349389, 8.733007], [-32.968552, -6.119659, 6.818361], [-33.517385, -6.249377, 5.444052], [-33.905493, -6.538110, 7.808292], [-32.257374, -2.283702, 8.913161], [-32.847945, -3.839077, 9.375015], [-33.813540, -2.948305, 8.188783], [-31.492168, -1.738963, 6.982347], [-32.556410, -2.574702, 5.799758], [-30.776780, -2.853099, 5.915922], [-30.076587, -5.524621, 10.382218], [-28.802170, -5.374358, 9.156445], [-30.031127, -4.144842, 9.348261], [-31.086046, -7.871836, 7.793995], [-29.978742, -7.679274, 9.190395], [-31.681279, -7.658053, 9.437595], [-32.782284, -5.895509, 4.727600], [-33.641395, -7.279900, 5.097567], [-34.354046, -5.580406, 5.454982], [-34.653386, -5.814572, 8.105953], [-33.403441, -6.970338, 8.670521], [-34.473652, -7.362672, 7.356445], [-20.814023, -7.463132, 6.625866], [-21.322190, -7.645326, 7.956340], [-20.867087, -6.575131, 8.869538], [-22.210457, -8.964763, 8.481166], [-22.900037, -8.748977, 9.777631], [-23.308659, -9.400905, 7.280343], [-24.197919, -8.388802, 6.718561], [-23.804545, -10.812321, 7.195249], [-21.118690, -10.208799, 8.584867], [-20.704311, -10.748289, 9.876832], [-20.480999, -10.857172, 7.452391], [-21.557859, -7.628498, 5.814499], [-19.994422, -8.151275, 6.414509], [-20.498358, -6.428899, 6.539480], [-21.047767, -6.880841, 9.891260], [-21.466706, -5.647298, 8.816049], [-19.827691, -6.431212, 8.580615], [-24.938918, -8.119383, 7.463130], [-23.621770, -7.540907, 6.349640], [-24.716962, -8.736145, 5.830571], [-24.521019, -10.834174, 6.377921], [-22.985314, -11.509066, 6.945402], [-24.213148, -11.128607, 8.146069], [-20.385773, -11.798587, 9.795512], [-19.873684, -10.152643, 10.289573], [-21.455321, -10.691900, 10.654178], [-20.943359, -10.539971, 6.518222], [-20.619028, -11.948739, 7.426949], [-19.436604, -10.637908, 7.309499], [-25.627851, -7.392655, 1.057885], [-24.398738, -6.633657, 0.688581], [-24.732305, -5.493522, -0.166180], [-23.041190, -6.553686, 1.678986], [-22.771960, -7.840338, 2.361427], [-21.760037, -6.121969, 0.677056], [-20.488551, -5.480173, 1.078687], [-21.590002, -6.629869, -0.675984], [-23.324524, -5.320297, 2.694000], [-23.345911, -3.910945, 2.281522], [-23.693565, -5.481162, 4.072484], [-25.413865, -8.101098, 1.853181], [-26.124070, -7.843112, 0.199575], [-26.409964, -6.704343, 1.422599], [-23.845947, -4.962876, -0.528611], [-25.313460, -4.774160, 0.426673], [-25.297563, -5.900960, -1.006582], [-20.641151, -4.734048, 1.827531], [-19.763791, -6.118724, 1.581306], [-20.032378, -5.110430, 0.174306], [-21.334410, -5.840771, -1.384111], [-20.695681, -7.245668, -0.675719], [-22.407628, -7.232476, -1.022040], [-22.650225, -3.277390, 2.855329], [-23.035635, -3.820355, 1.239836], [-24.350063, -3.525123, 2.159296], [-23.105110, -4.731286, 4.596204], [-23.447794, -6.494726, 4.414089], [-24.758808, -5.401110, 4.317347], [-28.447607, 2.325104, 7.476604], [-28.335887, 0.894556, 7.195621], [-29.596977, 0.231933, 6.970515], [-27.012787, 0.104183, 7.877894], [-27.129808, 0.137904, 9.342014], [-27.042191, -1.463012, 7.307525], [-27.565338, -2.581321, 8.125047], [-26.562812, -1.939210, 5.954169], [-25.694074, 0.885905, 7.261355], [-25.588937, 1.443784, 5.908528], [-24.333075, 0.865317, 7.834385], [-27.475985, 2.734346, 7.697904], [-29.207193, 2.515363, 8.232333], [-28.820886, 2.815472, 6.550641], [-30.162833, 0.031715, 7.877108], [-29.470562, -0.667623, 6.369235], [-30.189133, 0.961765, 6.412245], [-28.468922, -3.116017, 7.843197], [-26.753856, -3.319180, 8.268434], [-27.746394, -2.154227, 9.112045], [-27.079519, -2.802489, 5.497076], [-26.604279, -1.152712, 5.199379], [-25.532754, -2.234220, 6.059854], [-26.559964, 1.509903, 5.450876], [-25.165407, 2.448340, 5.867297], [-24.964165, 0.778258, 5.296116], [-24.352047, 0.636293, 8.883854], [-23.891382, 1.859103, 7.788777], [-23.801451, 0.091466, 7.271770], [-27.620714, -12.451777, 6.581604], [-27.449489, -12.268664, 8.022116], [-27.764520, -13.195736, 8.759430], [-27.034746, -11.223056, 8.437489], [-27.740292, -11.482569, 6.149243], [-28.585570, -12.950273, 6.537849], [-26.880392, -13.064030, 6.088511], [-30.670129, -8.847211, 4.285456], [-32.073163, -9.354303, 4.398501], [-32.585268, -9.322215, 5.514315], [-32.623277, -9.683733, 3.359241], [-30.293881, -9.233899, 3.362545], [-30.090473, -9.210257, 5.119354], [-30.736890, -7.748993, 4.267374], [-28.448422, -4.421744, 3.531933], [-27.972158, -3.475981, 2.483708], [-28.697686, -2.573094, 2.113765], [-26.846100, -3.629168, 2.018762], [-27.576793, -4.586065, 4.168385], [-28.707758, -5.336152, 3.010400], [-29.260945, -3.956464, 4.078590], [-24.486306, -10.326151, 3.695362], [-24.296794, -11.702199, 3.974578], [-25.196044, -12.329849, 4.507474], [-23.253395, -12.289238, 3.721798], [-25.288776, -9.882209, 4.252484], [-24.891892, -10.285810, 2.682664], [-23.513143, -9.890738, 3.720114], [-26.107347, -8.885237, 10.489165], [-26.241545, -7.466777, 10.754285], [-25.830036, -6.963893, 11.778435], [-26.852573, -6.792708, 9.905915], [-26.468184, -9.407074, 11.389856], [-25.019069, -9.082474, 10.416586], [-26.563187, -9.131128, 9.543277], [-24.282335, -5.042683, 9.000876], [-24.447566, -4.646823, 7.548900], [-25.525192, -4.911645, 7.014772], [-23.541046, -4.081496, 7.046585], [-23.878626, -4.174314, 9.519371], [-23.517764, -5.813065, 9.033819], [-25.223253, -5.407602, 9.378760], [-27.892111, -6.913928, 6.453899], [-27.306863, -7.764270, 5.435786], [-26.571706, -7.300104, 4.583006], [-27.575129, -8.985348, 5.438979], [-28.904220, -7.287875, 6.472360], [-27.913489, -5.895532, 6.099270], [-27.379300, -7.099489, 7.383910]],
  "forces_ev_per_a": [[0.307, -0.763, 0.808], [1.276, -1.212, -0.150], [0.470, -0.078, 0.172], [0.634, 1.036, 0.503], [-0.207, 0.337, -0.902], [-1.233, 0.470, -0.188], [-1.291, -0.151, 0.142], [0.064, -0.187, 0.088], [0.774, -0.745, -0.529], [1.871, 0.520, 0.399], [-0.490, -1.311, 0.163], [-0.559, 0.293, -0.048], [-0.041, -0.153, -0.305], [0.033, 0.363, 0.084], [-0.359, 0.338, 0.005], [-0.029, 0.407, -0.445], [-0.181, -0.431, -0.280], [0.310, -0.019, 0.230], [0.227, -0.349, -0.299], [-0.144, 0.447, -0.230], [0.117, -0.183, 0.033], [0.408, -0.267, -0.194], [-0.132, 0.236, 0.038], [0.148, 0.577, 0.046], [-0.794, 0.072, 0.750], [-0.952, -0.161, -0.720], [-0.052, 0.591, 0.182], [-0.143, 0.275, 0.195], [0.043, 0.008, 0.254], [-0.526, -0.522, -1.166], [-1.503, 0.710, 0.522], [-0.987, -0.658, -0.149], [-0.311, -0.315, -0.297], [0.528, 0.458, 0.181], [1.022, -0.543, -0.779], [0.446, -0.161, 0.147], [1.227, 0.833, -0.023], [-0.272, -1.340, 0.112], [0.592, 0.390, 0.490], [-0.869, 0.008, -0.947], [0.237, 0.030, 0.577], [0.322, 0.168, -0.075], [0.235, 0.023, -0.225], [0.595, -0.325, 0.326], [0.459, -0.145, -0.667], [0.079, 0.448, 0.732], [-0.337, 0.561, 0.094], [-0.072, 0.280, 0.453], [0.016, -0.365, 0.087], [-0.227, -0.171, 0.360], [-0.276, 0.365, 0.047], [-0.499, -0.145, 0.092], [-0.109, 0.363, -0.195], [0.127, -0.327, -0.182], [-0.555, 0.046, -0.212], [-0.199, 0.276, -0.015], [0.088, 0.172, 0.492], [0.664, 0.139, 0.423], [0.510, 1.122, 0.333], [-0.030, -0.725, -0.721], [0.085, -0.122, 0.561], [0.303, -1.305, -0.989], [-0.697, 0.071, 0.490], [-0.153, 0.928, -0.267], [-0.900, -0.730, 0.658], [0.599, -0.337, 0.348], [0.412, 1.821, 0.247], [0.373, -0.457, -1.404], [0.292, -0.828, 0.645], [0.051, -0.148, -0.185], [0.522, -0.408, -0.266], [0.358, 0.102, 0.279], [-0.071, -0.344, -0.036], [-0.262, -0.018, -0.459], [-0.102, 0.426, -0.094], [-0.362, 0.997, 0.145], [-0.033, -0.790, -0.280], [0.172, 0.533, -0.055], [-0.474, 0.333, -0.067], [0.129, -0.527, -0.081], [-0.509, -0.087, -0.084], [-0.553, -0.231, 0.189], [0.567, -0.267, -0.011], [-0.395, 0.297, 0.996], [-0.240, -0.126, 0.660], [0.343, 0.268, -0.109], [-0.017, 0.514, -0.390], [-0.805, -0.360, -1.321], [1.335, 0.019, -0.293], [0.101, 0.619, -0.479], [-1.147, -0.122, -0.172], [0.715, -0.298, 0.597], [-0.811, -1.756, -1.543], [1.393, 0.783, 1.269], [-0.068, 0.981, 0.611], [0.637, 1.290, -0.578], [-0.333, -0.756, -0.076], [-1.147, -0.608, 0.079], [0.139, 0.204, 0.411], [0.256, 0.140, 0.467], [0.229, -0.069, 0.385], [0.013, -0.270, 0.388], [-0.029, -0.021, 0.136], [-0.237, -0.292, -0.246], [-0.177, 0.296, -0.850], [-0.492, 0.159, -0.179], [-0.099, -0.107, 0.084], [-0.302, 0.372, 0.872], [-0.057, 0.203, 0.171], [0.561, -0.230, -0.104], [-0.464, -0.107, -0.193], [0.167, -0.007, 0.431], [-0.008, 0.207, -0.071], [-0.176, -0.468, 0.457], [0.136, -0.040, -0.487], [0.613, 0.346, 0.240], [-1.559, -0.294, -0.303], [0.090, -1.543, 1.177], [0.117, 0.213, -0.632], [0.509, 1.310, 0.075], [0.390, 0.577, -0.361], [0.025, -0.235, -0.318], [0.447, 0.042, 0.360], [-0.438, 0.213, 0.016], [-0.212, 0.363, 0.202], [0.279, -0.291, -0.936], [0.124, 0.075, 0.872], [0.281, -0.067, -0.510], [0.008, 0.057, 0.300], [0.059, -0.352, 0.167], [0.665, 0.361, 0.089], [0.657, 0.964, -0.982], [-0.312, -0.419, 0.470], [-0.506, -0.498, 0.603], [-0.175, -0.196, -0.067], [-0.194, -0.085, 0.101], [-0.161, -0.214, -0.134], [-0.304, 0.975, -1.651], [0.475, -3.751, 1.155], [-1.151, 0.485, 0.162], [0.147, 1.453, -0.497], [0.013, -0.032, 0.837], [0.456, -0.019, -0.276], [0.372, 0.878, -0.008], [1.412, -0.980, 0.686], [-1.198, 2.107, -0.279], [0.227, -0.746, -0.284], [0.500, -0.655, 0.215], [-0.110, 0.075, -0.633], [-0.361, 0.148, 0.029], [-0.413, -0.065, 0.155], [0.350, 0.131, -0.426], [-2.163, -1.229, 1.696], [0.796, 0.006, 0.065], [1.584, 1.032, -1.219], [-0.276, 0.029, -0.042], [-0.069, -0.242, -0.131], [-0.191, 0.118, 0.064], [-1.010, -0.183, -0.273], [1.035, -2.303, -1.656], [-0.242, 0.398, 0.433], [0.070, 1.560, 0.525], [-0.410, 0.182, 0.566], [0.339, 0.180, 0.216], [0.193, 0.179, 0.314]],
  "gap_ev": 7.99,
  "total_energy_ha": -4996.5456,
  "smiles": "CN(C)P(=O)(N(C)C)N(C)C.CN(C)P(=O)(N(C)C)N(C)C.CN(C)P(=O)(N(C)C)N(C)C.CN(C)P(=O)(N(C)C)N(C)C.C[N+](=O)[O-].C[N+](=O)[O-].C[N+](=O)[O-].C[N+](=O)[O-].C[N+](=O)[O-].C[N+](=O)[O-].C[N+](=O)[O-]"
}